DFT (wB97M-V/def2-TZVPD) results for a cluster of 13 separate species, C5H38N3O12 in total.

Calculated values
Lowest unoccupied orbital energy in eV: -2.3
F_max in Eh/bohr: 0.0792
Frontier orbital gap in eV: 9.78
Energy relative to the best compared isomer or geometry (same formula, charge and spin) in kJ/mol: 384.98
Energy in a.u.: -1280.19010
Charge: +1

The geometry in XYZ format:
```
58
C5H38N3O12, DFT wB97M-V/def2-TZVPD
C -0.68617 1.75023 2.50181
C 0.58888 1.04148 2.34763
C 1.94255 1.80881 2.33641
C 3.04991 0.66282 2.34971
N 4.08043 -1.54643 -0.34720
C 3.97120 -1.15753 0.95394
N 3.11041 -0.20026 1.17406
N 0.52362 0.44871 0.91837
H -1.61158 1.42747 2.05525
H -0.65424 2.78830 2.20632
H -0.77155 2.07454 3.53056
H 0.74242 0.16102 3.00902
H 2.10310 2.37286 3.24578
H 2.01039 2.41534 1.41716
H 3.06038 0.09991 3.27898
H 3.99885 1.24352 2.43743
H 3.98289 -2.52250 -0.58476
H 3.36933 -1.19327 -0.96943
H 4.47753 -1.50167 1.89294
H 1.44464 0.01349 0.62647
H -0.29662 -0.19093 0.88682
H 0.34869 1.19903 0.26397
H -0.14809 -1.28174 3.00329
H -0.84949 -2.52537 3.42781
O -0.18040 -2.21606 2.80246
H 1.67162 -4.28357 -0.54407
H 1.64483 -3.38816 0.83702
O 1.44107 -3.50849 -0.07655
H -2.74435 4.48126 1.79067
H -3.57971 3.40885 2.58616
O -2.70596 3.69658 2.29381
H -3.18551 -3.19623 -2.29097
H -1.99581 -4.23569 -2.36616
O -2.23028 -3.32258 -2.16153
H 0.14840 -0.43618 -4.74395
H -0.38892 -0.85824 -3.48084
O -0.28530 -0.01263 -4.00520
H -0.02442 3.43768 -1.27356
H -1.18463 2.55615 -1.36009
O -0.39580 2.70346 -0.80146
H -3.23134 1.79704 -2.23306
H -2.50400 0.59058 -1.74359
O -3.29607 1.09515 -1.62215
H -1.04877 1.33321 -3.67420
H -2.12071 2.51807 -3.73763
O -1.36891 2.21703 -3.19319
H 0.27960 -2.99138 -2.29294
H 1.30908 -1.91271 -2.45006
O 0.71636 -2.53724 -3.00674
H -0.37842 -2.52709 0.01034
H -1.58476 -1.96180 -0.54414
O -0.67492 -1.69995 -0.36352
H -5.14340 0.49675 -0.09059
H -3.77645 1.14366 0.36100
O -4.45924 0.50666 0.62209
H 0.42396 -0.36166 -1.82007
H 1.71111 0.46273 -1.85584
O 1.35457 -0.38301 -1.53382
```



DFT (wB97M-V/def2-TZVPD) results for a structure of composition C38H40NP3S2Sn.

Calculated values
Lowest unoccupied orbital energy in eV: -4.9
F_max in Eh/bohr: 0.0072
Frontier orbital gap in eV: 8.13
Energy in a.u.: -3561.12810
Charge: +2

The geometry in XYZ format:
```
85
C38H40NP3S2Sn, DFT wB97M-V/def2-TZVPD
Sn 0.88695 -0.87179 -0.94325
S 3.21683 -1.03311 0.00201
C 3.16339 0.69990 -0.13596
N 2.09602 1.27416 -0.62369
C 2.25246 2.65110 -0.73007
C 1.30713 3.54961 -1.21884
C 1.62533 4.89312 -1.24421
C 2.86321 5.34850 -0.77977
C 3.80790 4.46775 -0.28583
C 3.48948 3.11464 -0.26891
S 4.45053 1.76788 0.28553
H 0.34957 3.18840 -1.57442
H 0.90725 5.60553 -1.62784
H 3.09166 6.40496 -0.81374
H 4.76768 4.82068 0.06655
C 1.76485 0.64099 3.25174
C 1.14323 1.93907 2.81454
C 1.91014 3.09732 2.82870
C 1.39071 4.32164 2.43570
C 0.07365 4.41963 2.01822
C -0.71511 3.28430 1.98381
C -0.18789 2.04385 2.36603
P -1.35094 0.67990 2.43026
C -2.60086 0.92886 1.16065
C -2.05674 1.28766 -0.07852
C -2.85636 1.39168 -1.19922
C -4.21746 1.14700 -1.07561
C -4.75772 0.80280 0.15228
C -3.97354 0.68011 1.29839
C -4.63190 0.30060 2.59746
C -1.84880 0.11834 4.04752
C -2.41009 0.50212 5.25425
C -2.55120 -0.49628 6.20575
C -2.14580 -1.80916 5.94770
C -1.56765 -2.17811 4.73832
C -1.41774 -1.18259 3.78917
C -0.81823 -1.09880 2.39274
H 2.74352 0.81822 3.69247
H 1.90945 -0.02393 2.39763
H 1.15640 0.12753 3.99956
H 2.93681 3.03546 3.16796
H 2.01455 5.20510 2.46917
H -0.33917 5.37265 1.71739
H -1.74473 3.36269 1.66284
H -0.99833 1.51045 -0.14084
H -2.43545 1.67986 -2.15354
H -4.86335 1.23571 -1.93908
H -5.82323 0.63022 0.23287
H -5.71002 0.24428 2.46602
H -4.43068 1.03164 3.37957
H -4.28843 -0.67197 2.95402
H -2.72334 1.51741 5.45738
H -2.98238 -0.25680 7.16821
H -2.27788 -2.55732 6.71798
H -1.23993 -3.19417 4.56330
H -1.33050 -1.66141 1.61119
H 0.24981 -1.29417 2.34604
C -0.22038 -4.61359 -0.61815
P 0.93018 -3.58197 -1.58071
C 2.39985 -4.65915 -1.71644
C 0.23471 -3.50344 -3.26427
C -0.60456 -4.49992 -3.75505
C -1.09655 -4.43493 -5.05002
C -0.75279 -3.37319 -5.87235
C 0.07655 -2.36945 -5.39726
C 0.57258 -2.42058 -4.09706
P 1.65608 -1.10534 -3.46576
C 3.33716 -1.51799 -4.01904
C 1.26396 0.40637 -4.39348
H -1.22343 -4.18853 -0.64051
H 0.13247 -4.63637 0.41329
H -0.24613 -5.63586 -0.99481
H 2.18615 -5.51093 -2.36196
H 2.65703 -5.01610 -0.71845
H 3.25534 -4.11086 -2.10425
H -0.88087 -5.33787 -3.12873
H -1.74845 -5.21647 -5.41615
H -1.13155 -3.32472 -6.88420
H 0.33181 -1.54251 -6.04750
H 3.32171 -1.63110 -5.10378
H 3.68426 -2.44383 -3.56745
H 4.02063 -0.71489 -3.74284
H 1.55366 0.31550 -5.43993
H 1.81955 1.23234 -3.94687
H 0.19796 0.62167 -4.32389
```



DFT (wB97M-V/def2-TZVPD) results for a structure of composition C19H30AgBO23.

Calculated values
Lowest unoccupied orbital energy in eV: -3.2
F_max in Eh/bohr: 0.0768
Frontier orbital gap in eV: 5.69
Energy relative to the best compared isomer or geometry (same formula, charge and spin) in kJ/mol: 587.17
Energy in a.u.: -2644.38868
Charge: 0

The geometry in XYZ format:
```
74
C19H30AgBO23, DFT wB97M-V/def2-TZVPD
Ag 7.37860 13.23071 -22.68054
O 1.77125 13.22231 -29.70005
C 1.92410 13.74498 -28.59135
O 2.75384 14.70737 -28.34966
B 2.59022 15.17425 -26.98851
O 1.38788 14.52357 -26.46856
C 1.00902 13.60955 -27.33282
O 0.08562 12.79730 -27.14030
O 2.35418 16.63226 -26.78062
C 3.33668 17.11717 -25.96808
O 3.56278 18.28099 -25.75511
C 4.27058 15.93588 -25.61971
O 3.74689 14.84687 -26.13193
O 5.20148 15.97174 -24.79041
C 11.04738 14.98886 -26.16226
O 10.20172 14.92792 -27.25935
C 9.11069 14.19026 -27.21224
O 8.70918 13.55409 -26.20992
O 8.55251 14.11398 -28.43554
C 7.53859 13.21734 -28.74059
H 11.82188 15.70241 -26.44349
H 11.61028 14.09514 -25.89303
H 10.76525 15.39473 -25.19078
H 6.87096 13.06721 -27.89217
H 7.86322 12.21901 -29.03395
H 6.99606 13.57165 -29.61708
C 2.70473 8.54205 -22.40278
O 2.79994 8.85717 -23.78883
C 3.71498 9.68803 -24.09256
O 4.34768 10.40713 -23.33118
O 3.93342 9.69571 -25.43506
C 3.20739 8.85770 -26.36729
H 2.38337 9.43407 -21.86507
H 3.60931 8.12934 -21.95612
H 1.95165 7.76394 -22.27824
H 2.12744 8.72780 -26.29710
H 3.72576 7.89900 -26.35052
H 3.36290 9.23914 -27.37646
C 4.68206 12.92818 -17.64031
O 4.68392 14.37313 -17.69166
C 4.99268 15.05047 -18.75112
O 5.42725 14.56771 -19.79964
O 4.84847 16.34284 -18.44188
C 4.88499 17.40175 -19.41666
H 5.64566 12.46322 -17.43199
H 4.36986 12.61335 -18.63606
H 3.85419 12.59756 -17.01308
H 4.10388 17.31816 -20.17229
H 5.82678 17.29871 -19.95567
H 4.90479 18.36436 -18.90570
C 9.75687 14.37017 -17.68770
O 11.04250 14.77875 -18.12061
C 11.20259 15.14769 -19.44267
O 10.36017 14.98813 -20.33384
O 12.42459 15.60944 -19.54340
C 13.03867 15.82917 -20.78984
H 9.25589 13.84061 -18.49807
H 9.29834 15.27762 -17.29478
H 9.73257 13.72505 -16.80945
H 13.21754 14.80533 -21.11825
H 13.93262 16.44245 -20.67650
H 12.34472 16.33971 -21.45759
C 12.26140 10.12858 -21.42288
O 11.93733 9.46771 -22.68312
C 10.76487 9.67124 -23.30797
O 9.91856 10.40300 -22.87528
O 10.66016 8.91481 -24.36505
C 9.51586 8.98438 -25.23170
H 12.77711 9.53483 -20.66815
H 11.41873 10.67693 -21.00178
H 13.04350 10.85537 -21.64244
H 9.71030 9.28998 -26.25976
H 8.66831 9.60789 -24.94705
H 9.22973 7.93377 -25.18233
```



DFT (wB97M-V/def2-TZVPD) results for a cluster of 7 separate species, C25H46O15 in total.

Calculated values
Lowest unoccupied orbital energy in eV: 0.1
F_max in Eh/bohr: 0.0715
Frontier orbital gap in eV: 9.72
SMILES string: COC(=O)OC.COC(=O)OC.COC(=O)OC.O=C1CCCO1.O=C1CCCO1.C1CCOC1.C1CCOC1
Energy relative to the best compared isomer or geometry (same formula, charge and spin) in kJ/mol: 375.48
Energy in a.u.: -2108.62186
Charge: 0

The geometry in XYZ format:
```
86
C25H46O15, DFT wB97M-V/def2-TZVPD
C 4.04230 -7.99673 -1.25637
O 2.72102 -8.41997 -1.54150
C 1.65770 -7.95608 -0.97764
O 1.72605 -7.15438 -0.07151
O 0.53289 -8.68719 -1.32057
C -0.69072 -8.30659 -0.60720
H 4.43729 -7.50074 -2.14297
H 4.58240 -8.93370 -1.12047
H 4.09417 -7.32267 -0.40134
H -1.52843 -8.52470 -1.26959
H -0.72496 -7.21990 -0.52962
H -0.88798 -8.79354 0.34783
C -1.69470 3.94811 -0.14288
O -1.92228 2.59634 -0.23979
C -0.95735 1.71116 -0.57911
O 0.09436 1.87376 -1.13914
O -1.37228 0.49220 -0.14770
C -1.03465 -0.68837 -0.69447
H -2.44254 4.45111 0.47018
H -1.71674 4.38368 -1.14182
H -0.70507 4.01782 0.30865
H -0.05218 -1.11009 -0.48232
H -1.16860 -0.80353 -1.77006
H -1.75594 -1.42797 -0.34686
C -7.18434 -4.03969 -0.37938
O -7.16399 -2.60849 -0.45981
C -7.31481 -1.93186 -1.55802
O -7.33798 -2.36940 -2.69181
O -7.46719 -0.56701 -1.27715
C -7.08463 0.05287 -0.07661
H -7.12492 -4.34541 -1.42394
H -8.18869 -4.35864 -0.10069
H -6.45229 -4.59101 0.21075
H -6.92144 1.10745 -0.29871
H -6.16320 -0.41396 0.27142
H -7.92627 -0.08476 0.60222
O -0.53083 -1.82386 7.37176
C 0.45747 -2.23441 6.81799
C 0.76481 -2.44938 5.37912
C 2.02202 -3.29558 5.41048
C 2.62186 -3.01732 6.81660
O 1.64890 -2.44066 7.59784
H -0.17357 -2.64439 4.85998
H 1.03255 -1.51124 4.89300
H 1.84597 -4.35675 5.23433
H 2.71399 -3.04721 4.60576
H 3.06053 -3.92236 7.23681
H 3.43696 -2.32531 6.60494
O 9.43503 3.53091 -2.73006
C 8.24757 3.46337 -2.70109
C 7.29178 3.19409 -3.83511
C 5.95583 2.95817 -3.16223
C 6.11913 3.55700 -1.70179
O 7.56745 3.60859 -1.56211
H 7.18243 4.06574 -4.48035
H 7.51966 2.27450 -4.37413
H 5.19554 3.61656 -3.58246
H 5.68160 1.90377 -3.12857
H 5.66766 4.53611 -1.86189
H 5.58581 3.19050 -0.82466
C 1.66671 6.26222 4.90346
C 1.83978 4.76072 4.73187
C 2.26153 4.35395 6.15687
O 1.40434 5.00503 6.96338
C 1.22596 6.30087 6.39041
H 0.93826 6.64034 4.18618
H 2.56899 6.86843 4.82288
H 2.51124 4.53443 3.90359
H 0.96377 4.14636 4.52383
H 3.26721 4.65543 6.44981
H 2.13679 3.28930 6.35449
H 1.77581 7.06962 6.93334
H 0.20042 6.62527 6.21395
C -2.94678 2.89387 -6.52420
C -4.18558 2.09425 -6.26300
C -3.75924 0.61065 -6.47525
O -2.35698 0.66063 -6.89362
C -2.18977 1.93363 -7.44258
H -2.47715 3.15971 -5.57716
H -3.02966 3.77969 -7.15393
H -4.88125 2.48325 -7.00653
H -4.68831 2.29798 -5.31756
H -4.31126 0.05537 -7.23357
H -3.74552 -0.03458 -5.59685
H -2.30792 2.03408 -8.52149
H -1.13556 2.21055 -7.43453
```



DFT (wB97M-V/def2-TZVPD) results for a structure of composition C3H3ClN4.

Calculated values
Lowest unoccupied orbital energy in eV: -0.2
F_max in Eh/bohr: 0.1076
Frontier orbital gap in eV: 9.19
Energy relative to the best compared isomer or geometry (same formula, charge and spin) in kJ/mol: 258.19
Energy in a.u.: -795.20019
Charge: 0

The geometry in XYZ format:
```
11
C3H3ClN4, DFT wB97M-V/def2-TZVPD
C -0.69114 -0.69898 -0.43827
C -1.67385 1.39371 -0.62640
C 0.37481 0.01442 0.28020
H 0.92492 -1.98830 -0.94516
H -0.89616 -2.63930 0.16285
H -2.51121 1.94304 -1.00887
N -0.24206 -1.98730 -0.73520
N -1.64734 0.06972 -0.90835
N -0.84311 1.93044 0.20306
N 0.13915 1.22319 0.80348
Cl 1.91629 -0.60134 0.64453
```



DFT (wB97M-V/def2-TZVPD) results for a cluster of 2 separate species, C5H5ClN4 in total.

Calculated values
Lowest unoccupied orbital energy in eV: -0.3
F_max in Eh/bohr: 0.0969
Frontier orbital gap in eV: 9.57
SMILES string: c1ncc2[nH]ncc2n1.Cl
Energy relative to the best compared isomer or geometry (same formula, charge and spin) in kJ/mol: 0.00
Energy in a.u.: -872.72521
Charge: 0

The geometry in XYZ format:
```
15
C5H5ClN4, DFT wB97M-V/def2-TZVPD
C -0.90016 1.65470 -0.02477
N 0.30804 2.14851 -0.16894
C 1.39292 1.45335 -0.14560
C 1.22792 0.06620 0.14136
N 2.06539 -1.06679 0.06589
N 1.30596 -2.20425 0.10749
C 0.04625 -1.86195 0.16688
C -0.06776 -0.47252 0.13996
N -1.11108 0.34339 0.03738
H -1.67492 2.29317 -0.02374
H 2.30895 1.85209 -0.44048
H 3.09925 -1.09171 0.04643
H -0.77021 -2.55988 0.14766
Cl -4.28452 -0.41458 -0.10506
H -2.94605 -0.13970 0.05556
```